Here is 11 unconnected molecules or ions with the total composition C62H124F9N7O12 at a distorted geometry from OMol25. Energies are from wB97M-V/def2-TZVPD.

Orbital gap   0.0407 hartree
HOMO energy   -10.887 eV

Structure (ORCA input):
```
! RIJCOSX wB97M-V def2-TZVPD def2/J DEFGRID3
* xyz 4 1
C 1.942 -4.511 3.867
C 3.174 -4.739 3.053
O 3.752 -4.013 2.365
N 3.702 -6.201 3.162
H 3.686 -6.482 4.141
H 3.071 -6.848 2.688
C 5.017 -6.380 2.552
H 1.564 -3.527 3.600
H 1.914 -4.744 4.923
H 1.224 -5.261 3.484
H 5.814 -5.769 3.063
H 5.057 -5.986 1.524
H 5.195 -7.416 2.659
C -3.515 3.655 -5.605
C -2.327 2.754 -5.805
O -1.340 2.533 -5.278
N -2.682 1.774 -6.961
H -2.215 0.910 -6.650
H -3.677 1.587 -7.041
C -2.104 2.285 -8.243
H -3.264 4.449 -4.891
H -4.289 3.100 -5.075
H -3.832 4.102 -6.522
H -1.051 2.533 -8.126
H -2.681 3.153 -8.499
H -2.213 1.549 -9.019
C 2.836 0.887 -3.145
C 3.469 1.330 -1.751
C 4.236 0.129 -1.089
N 4.714 0.344 0.331
C 5.836 1.276 0.457
C 5.158 -0.963 0.929
C 5.117 -0.711 2.419
C 4.100 0.453 2.612
C 3.574 0.802 1.205
H 2.208 0.051 -2.985
H 3.594 0.668 -3.887
H 2.262 1.762 -3.504
H 2.681 1.749 -1.072
H 4.170 2.148 -1.936
H 5.076 -0.202 -1.739
H 3.538 -0.714 -1.029
H 5.464 2.275 0.330
H 6.503 1.056 -0.376
H 6.352 1.248 1.419
H 6.131 -1.228 0.521
H 4.457 -1.732 0.618
H 6.097 -0.524 2.837
H 4.776 -1.667 2.854
H 4.593 1.334 3.039
H 3.290 0.169 3.276
H 3.407 1.851 1.131
H 2.639 0.331 0.915
C -2.879 -1.873 6.445
C -2.552 -0.852 5.318
C -2.955 0.543 5.669
C -2.100 1.290 6.708
C -0.628 1.366 6.233
C 0.071 0.020 5.976
N -0.933 -0.808 5.164
O -0.434 -1.837 4.618
C 0.316 -0.699 7.321
C 1.248 0.194 5.060
C -3.045 -1.394 4.035
H -3.929 -2.075 6.185
H -2.894 -1.410 7.438
H -2.325 -2.809 6.437
H -4.041 0.618 5.832
H -2.820 1.222 4.816
H -2.154 0.961 7.755
H -2.448 2.333 6.707
H 0.019 1.839 7.003
H -0.472 2.005 5.363
H 0.489 -1.798 7.283
H -0.562 -0.559 7.944
H 1.237 -0.228 7.680
H 1.795 -0.763 5.034
H 1.860 1.004 5.456
H 0.909 0.425 4.054
H -2.841 -2.452 3.922
H -2.541 -0.839 3.248
H -4.125 -1.236 4.003
C 2.578 -4.617 -3.384
C 3.634 -5.567 -3.949
C 2.989 -6.707 -4.656
C 3.862 -7.613 -5.511
C 4.444 -6.753 -6.616
C 5.182 -5.496 -6.120
N 4.435 -4.930 -5.004
O 4.613 -3.632 -4.834
C 5.324 -4.524 -7.263
C 6.605 -5.851 -5.442
C 4.551 -6.091 -2.795
H 2.997 -3.803 -2.793
H 1.757 -5.121 -2.905
H 2.193 -4.027 -4.213
H 2.303 -6.250 -5.392
H 2.375 -7.242 -3.883
H 3.208 -8.310 -6.013
H 4.680 -8.127 -4.971
H 3.689 -6.342 -7.326
H 5.190 -7.298 -7.213
H 5.493 -5.029 -8.228
H 6.109 -3.766 -7.155
H 4.381 -3.977 -7.360
H 7.233 -6.000 -6.339
H 6.595 -6.764 -4.827
H 7.085 -5.100 -4.831
H 5.267 -5.333 -2.439
H 5.178 -6.924 -3.059
H 3.947 -6.381 -1.930
C 3.980 5.601 -0.491
C 3.566 7.067 -0.800
C 3.887 7.405 -2.269
C 2.947 6.638 -3.212
C 1.530 7.017 -3.044
C 0.975 6.761 -1.652
N 2.034 7.199 -0.530
O 1.679 7.333 0.464
C 0.784 5.242 -1.520
C -0.345 7.389 -1.246
C 4.279 8.007 0.090
H 3.515 4.952 -1.229
H 3.515 5.349 0.486
H 5.080 5.469 -0.398
H 4.920 7.167 -2.477
H 3.629 8.437 -2.407
H 3.126 5.533 -3.300
H 3.175 6.970 -4.236
H 0.945 6.391 -3.758
H 1.472 8.079 -3.317
H 0.589 4.830 -0.535
H 1.642 4.650 -1.842
H -0.056 5.062 -2.153
H -0.991 7.439 -2.136
H -0.180 8.420 -0.829
H -0.889 6.938 -0.427
H 5.309 8.058 -0.230
H 4.207 7.751 1.137
H 3.893 9.015 -0.073
C -3.912 0.648 1.115
C -3.035 0.248 -0.040
C -2.314 1.347 -0.792
C -1.192 0.946 -1.744
C -0.140 0.208 -0.885
C -0.603 -1.073 -0.205
N -1.939 -0.744 0.394
O -2.269 -1.526 1.294
C 0.420 -1.612 0.803
C -0.888 -2.123 -1.277
C -3.873 -0.540 -1.070
H -4.726 -0.015 1.344
H -4.345 1.606 0.955
H -3.321 0.809 2.026
H -1.777 1.948 -0.027
H -2.965 2.047 -1.258
H -0.632 1.819 -2.116
H -1.488 0.407 -2.638
H 0.070 0.882 -0.050
H 0.836 0.100 -1.391
H 1.299 -1.748 0.239
H 0.109 -2.522 1.283
H 0.601 -0.904 1.579
H -1.648 -1.852 -1.998
H -1.102 -3.072 -0.789
H -0.014 -2.322 -1.863
H -4.807 0.026 -1.182
H -4.120 -1.541 -0.622
H -3.455 -0.563 -2.068
C -9.480 -0.889 -0.614
O -8.708 0.266 -0.459
O -10.742 -1.036 -0.363
C -8.799 -1.939 -1.579
F -9.003 -1.689 -2.946
F -7.424 -1.950 -1.302
F -9.500 -3.053 -1.436
C -7.767 0.243 0.535
C -7.425 1.643 0.753
H -6.905 2.226 -0.001
H -8.326 2.134 1.059
H -6.801 1.552 1.681
H -6.903 -0.328 0.222
H -8.177 -0.197 1.385
H -8.277 -6.321 1.870
C -7.100 -1.411 3.770
O -6.162 -1.817 2.654
O -7.405 -2.197 4.725
C -6.654 -0.112 4.414
F -5.838 -0.219 5.491
F -5.882 0.774 3.529
F -7.638 0.679 4.853
C -5.753 -3.198 2.836
C -5.001 -3.653 1.566
H -4.334 -2.819 1.239
H -4.476 -4.619 1.700
H -5.813 -3.774 0.831
H -6.537 -3.879 3.073
H -4.994 -3.258 3.633
H -8.207 -1.102 3.211
C -0.310 2.632 2.449
O -1.086 3.522 1.552
O -0.440 1.332 2.433
C 1.249 3.110 2.072
F 1.593 4.449 2.170
F 2.037 2.332 2.890
F 1.582 2.694 0.771
C -2.372 3.815 2.063
C -3.063 4.691 1.037
H -2.599 5.703 1.026
H -3.066 4.249 0.044
H -4.113 4.757 1.330
H -2.377 4.340 3.040
H -2.995 2.890 2.246
H -0.367 3.130 3.460
*
```

=====

Here is 3 unconnected molecules or ions with the total composition C2H9NO3 at a distorted geometry from OMol25. Energies are from wB97M-V/def2-TZVPD.

Orbital gap   0.3953 hartree
Energy relative to the best compared isomer or geometry (same formula, charge and spin)   0.851 eV
SMILES string   CNC=O.O.O
HOMO energy   -10.001 eV

Structure (ORCA input):
```
! RIJCOSX wB97M-V def2-TZVPD def2/J DEFGRID3
* xyz 0 1
C 0.249 1.053 -1.435
N 1.138 0.165 -0.706
C 1.285 0.287 0.633
O 0.576 1.001 1.319
H 0.305 2.057 -1.013
H -0.778 0.690 -1.462
H 0.605 1.200 -2.457
H 1.542 -0.574 -1.238
H 2.028 -0.435 1.001
O -2.037 0.026 0.619
H -1.317 0.685 0.720
H -2.026 -0.477 1.413
O -0.491 -2.099 -0.223
H -1.009 -2.812 -0.628
H -0.922 -1.228 -0.249
*
```

=====

Here is a molecular structure, C20H56FeO10 at a distorted geometry from OMol25. Energies are from wB97M-V/def2-TZVPD.

Orbital gap (alpha / beta)   0.1612 / 0.1274 hartree
Energy relative to the best compared isomer or geometry (same formula, charge and spin)   0.000 eV
HOMO energy (alpha / beta)   -2.448 / -2.448 eV

Structure (ORCA input):
```
! RIJCOSX wB97M-V def2-TZVPD def2/J DEFGRID3
* xyz -1 6
Fe -15.313 -14.169 12.476
C -16.686 -17.880 12.346
C -16.906 -16.784 13.398
O -16.480 -15.533 13.016
H -16.866 -18.835 12.846
H -15.705 -17.871 11.878
H -17.464 -17.749 11.589
H -16.438 -17.103 14.341
H -17.993 -16.721 13.565
C -7.968 -19.014 10.844
C -9.283 -18.396 11.394
O -8.986 -17.559 12.383
H -7.461 -19.611 11.597
H -7.395 -18.208 10.382
H -8.173 -19.693 9.984
H -9.902 -19.277 11.699
H -9.745 -17.801 10.542
C -13.776 -12.141 9.697
C -13.921 -11.621 11.128
O -14.489 -12.541 11.975
H -14.722 -12.576 9.358
H -12.980 -12.878 9.605
H -13.552 -11.323 9.001
H -14.556 -10.725 11.179
H -12.887 -11.370 11.410
C -12.403 -16.146 9.766
C -13.730 -16.286 10.503
O -13.990 -15.373 11.473
H -12.329 -16.880 8.957
H -11.561 -16.363 10.424
H -12.335 -15.128 9.376
H -13.661 -17.270 11.021
H -14.591 -16.438 9.831
C -13.759 -18.796 15.039
C -13.249 -19.188 13.661
O -12.103 -18.382 13.377
H -12.978 -18.715 15.794
H -14.580 -19.395 15.444
H -14.163 -17.779 14.948
H -14.026 -18.971 12.920
H -12.960 -20.242 13.680
H -11.473 -18.969 12.939
C -17.460 -16.774 8.419
C -16.281 -16.274 7.619
O -15.972 -14.933 7.984
H -18.258 -16.039 8.318
H -17.198 -16.737 9.482
H -17.725 -17.793 8.157
H -16.604 -16.302 6.560
H -15.423 -16.950 7.505
H -15.500 -14.557 7.236
C -18.767 -13.174 9.870
C -17.394 -12.736 10.368
O -16.604 -13.890 10.670
H -18.691 -13.409 8.811
H -19.533 -12.408 10.020
H -19.090 -14.004 10.498
H -17.370 -12.078 11.233
H -16.861 -12.213 9.567
H -16.367 -14.304 9.829
C -11.510 -20.436 9.288
C -12.341 -20.863 10.484
O -11.577 -21.334 11.617
H -11.061 -19.454 9.433
H -12.157 -20.425 8.410
H -10.712 -21.178 9.231
H -12.962 -21.752 10.296
H -13.026 -20.139 10.927
H -11.031 -22.076 11.345
C -8.852 -11.822 10.473
C -10.088 -12.666 10.777
O -9.696 -13.913 11.307
H -8.206 -12.268 9.722
H -8.336 -11.584 11.402
H -9.184 -10.846 10.084
H -10.643 -12.825 9.840
H -10.739 -12.177 11.500
H -9.370 -14.472 10.579
C -9.026 -14.306 7.361
C -9.277 -15.727 7.846
O -9.042 -15.660 9.245
H -8.108 -13.887 7.771
H -9.869 -13.665 7.630
H -8.943 -14.238 6.271
H -8.546 -16.395 7.379
H -10.297 -16.009 7.572
H -9.426 -16.452 9.663
*
```

=====

Here is a gas-phase ion, C4H6N (charge +1) at a distorted geometry from OMol25. Energies are from wB97M-V/def2-TZVPD.

Orbital gap   0.4084 hartree
Energy relative to the best compared isomer or geometry (same formula, charge and spin)   2.290 eV
SMILES string   C=[N+]1C=C1C
HOMO energy   -15.292 eV

Structure (ORCA input):
```
! RIJCOSX wB97M-V def2-TZVPD def2/J DEFGRID3
* xyz 1 1
C 1.844 -0.515 -0.549
N 0.953 0.112 -0.019
C 0.489 1.162 0.783
C -0.412 0.390 0.200
C -1.727 -0.291 0.009
H 1.480 -1.288 -1.154
H 2.951 -0.190 -0.484
H 0.738 2.044 1.390
H -1.764 -1.404 0.154
H -2.132 -0.144 -0.978
H -2.421 0.123 0.648
*
```

=====

Here is C9H9Br2N in the gas phase at a distorted geometry from OMol25. Energies are from wB97M-V/def2-TZVPD.

Orbital gap   0.3496 hartree
Energy relative to the best compared isomer or geometry (same formula, charge and spin)   0.000 eV
SMILES string   NC1Cc2cc(Br)c(Br)cc2C1
HOMO energy   -8.833 eV

Structure (ORCA input):
```
! RIJCOSX wB97M-V def2-TZVPD def2/J DEFGRID3
* xyz 0 1
N -2.678 0.299 0.032
C -1.771 -0.416 0.952
C -0.916 -1.457 0.209
C 0.250 -0.671 -0.215
C 1.238 -1.002 -1.185
C 2.261 -0.059 -1.433
Br 3.591 -0.588 -2.680
C 2.318 1.174 -0.731
Br 3.747 2.382 -1.024
C 1.332 1.466 0.213
C 0.320 0.530 0.459
C -0.787 0.595 1.463
H -2.135 0.823 -0.659
H -3.345 -0.332 -0.399
H -2.377 -0.865 1.753
H -1.425 -1.919 -0.635
H -0.563 -2.249 0.895
H 1.147 -1.931 -1.730
H 1.372 2.422 0.717
H -0.429 0.214 2.427
H -1.149 1.583 1.570
*
```

=====

Here is 2 unconnected molecules or ions with the total composition C3H10N2O2 at a distorted geometry from OMol25. Energies are from wB97M-V/def2-TZVPD.

Orbital gap   0.3824 hartree
Energy relative to the best compared isomer or geometry (same formula, charge and spin)   2.197 eV
SMILES string   NCCNC=O.O
HOMO energy   -9.513 eV

Structure (ORCA input):
```
! RIJCOSX wB97M-V def2-TZVPD def2/J DEFGRID3
* xyz 0 1
N -1.775 0.285 -2.045
C -0.901 -0.283 -1.036
C 0.477 0.558 -0.972
N 1.395 0.220 0.143
C 1.489 -1.079 0.677
O 1.647 -1.418 1.871
H -2.488 -0.426 -2.175
H -1.435 0.475 -2.965
H -1.380 -0.136 -0.032
H -0.841 -1.292 -1.337
H 0.304 1.642 -0.943
H 1.132 0.401 -1.844
H 1.725 1.061 0.713
H 1.263 -1.828 0.015
O -0.361 0.853 3.015
H -0.244 1.087 3.961
H -0.007 -0.119 2.954
*
```

=====

Here is 2 unconnected molecules or ions with the total composition C3H8N at a distorted geometry from OMol25. Energies are from wB97M-V/def2-TZVPD.

Orbital gap (alpha / beta)   0.4028 / 0.1724 hartree
Energy relative to the best compared isomer or geometry (same formula, charge and spin)   5.029 eV
HOMO energy (alpha / beta)   -16.237 / -13.107 eV

Structure (ORCA input):
```
! RIJCOSX wB97M-V def2-TZVPD def2/J DEFGRID3
* xyz 1 1
C -0.465 1.053 1.424
C -1.532 -1.635 -1.542
C 1.673 0.620 0.291
N 0.313 0.565 0.569
H -1.515 0.730 1.190
H 0.044 1.593 2.257
H -1.387 -1.017 -2.402
H -1.197 -2.642 -1.658
H 1.761 0.867 -0.752
H 2.137 1.319 1.040
H 2.113 -0.337 0.333
H -1.943 -1.114 -0.749
*
```

=====

Here is a molecular structure, C42H36N4NiO4P2S at a distorted geometry from OMol25. Energies are from wB97M-V/def2-TZVPD.

Orbital gap (alpha / beta)   0.1450 / 0.1469 hartree
Energy relative to the best compared isomer or geometry (same formula, charge and spin)   0.000 eV
HOMO energy (alpha / beta)   -0.027 / -0.079 eV

Structure (ORCA input):
```
! RIJCOSX wB97M-V def2-TZVPD def2/J DEFGRID3
* xyz -2 1
Ni 0.737 2.112 -0.220
O 4.559 1.608 0.332
S 3.417 2.480 0.137
O 3.911 3.920 0.298
O 2.358 2.271 1.170
O 2.786 2.357 -1.194
C 2.169 -0.693 1.210
P 0.813 -0.139 0.077
C 1.166 -1.203 -1.372
C 2.147 -0.722 -2.241
C 2.539 -1.476 -3.342
C 1.947 -2.708 -3.592
C 0.964 -3.185 -2.736
C 0.576 -2.437 -1.630
C -0.737 -0.749 0.829
C -1.821 -1.188 0.069
C -3.030 -1.504 0.677
C -3.179 -1.355 2.049
C -2.126 -0.861 2.805
C -0.915 -0.555 2.196
P 1.967 -2.077 2.379
C 1.837 -3.523 1.236
C 0.734 -4.355 1.364
C 0.615 -5.508 0.582
C 1.612 -5.831 -0.322
C 2.719 -5.002 -0.459
C 2.829 -3.857 0.318
C 3.741 -2.242 2.882
C 4.664 -1.208 2.751
C 5.965 -1.349 3.238
C 6.358 -2.520 3.856
C 5.445 -3.561 3.995
C 4.149 -3.418 3.517
H 2.423 0.188 1.797
H 3.008 -0.893 0.541
H 2.590 0.253 -2.061
H 3.304 -1.092 -4.006
H 2.251 -3.295 -4.453
H 0.506 -4.152 -2.914
H -0.177 -2.835 -0.958
H -1.746 -1.237 -1.009
H -3.868 -1.824 0.068
H -4.129 -1.586 2.517
H -2.249 -0.689 3.868
H -0.119 -0.119 2.790
H -0.052 -4.084 2.062
H -0.256 -6.143 0.684
H 1.526 -6.726 -0.927
H 3.493 -5.244 -1.178
H 3.693 -3.209 0.203
H 4.385 -0.282 2.258
H 6.666 -0.532 3.123
H 7.369 -2.626 4.233
H 5.742 -4.484 4.478
H 3.441 -4.234 3.630
N 1.731 7.946 -2.196
C 1.895 6.709 -1.574
N 3.062 6.123 -1.558
N 0.753 6.271 -1.013
C 0.697 5.075 -0.466
N 0.391 4.088 0.070
H 2.307 8.061 -3.014
H 0.755 8.125 -2.380
H 3.763 6.672 -2.041
H 3.598 4.596 -0.480
C -0.997 1.886 -0.957
C -2.215 1.835 -0.878
C -3.645 1.715 -0.884
C -4.221 0.621 -1.601
C -5.539 0.107 -1.382
C -6.035 -0.983 -2.083
C -5.276 -1.651 -3.047
C -3.973 -1.187 -3.266
C -3.459 -0.105 -2.576
C -4.419 2.670 -0.096
C -5.734 3.071 -0.427
C -6.422 4.026 0.310
C -5.835 4.643 1.414
C -4.532 4.277 1.750
C -3.844 3.317 1.019
H -6.155 0.560 -0.614
H -7.040 -1.334 -1.862
H -5.673 -2.501 -3.590
H -3.347 -1.685 -4.002
H -2.440 0.223 -2.756
H -6.204 2.638 -1.301
H -7.426 4.310 0.006
H -6.372 5.390 1.989
H -4.040 4.751 2.595
H -2.822 3.063 1.284
*
```